# C17H28O17

A 7-piece molecular cluster, C17H28O17 overall in a non-equilibrium geometry (the ωB97M-V functional and the def2-TZVPD basis, OMol25).

HOMO-LUMO gap in eV: 10.7
Highest occupied orbital energy in eV: -10.19
Largest force on an atom in eV/A: 4.774
Total energy in Ha: -1943.6444
ΔE to the lowest compared entry with this formula, charge and spin in kcal per mole: 2.4
SMILES: O=C1OCCO1.O=C1OCCO1.O=C1OCCO1.O=C1OCCO1.O=C1OCCO1.CO.CO

Element x y z (Å)
O: -1.079 1.813 -2.260
O: -0.502 -2.319 -3.424
O: 3.856 0.594 -1.489
O: 0.274 -1.780 2.384
O: 0.011 3.866 2.610
O: 0.906 3.102 0.729
O: 1.647 -2.103 4.079
O: 0.774 0.642 -2.827
O: 2.027 2.896 2.564
O: 0.085 -2.728 -1.321
O: -2.536 1.057 2.865
O: 3.916 -1.526 -1.456
O: -4.118 1.691 0.675
O: 4.280 -0.333 0.438
O: -1.926 -1.852 -1.806
O: -0.083 0.392 -0.826
O: 0.210 -0.386 4.166
C: 0.656 -1.392 3.622
C: 1.179 -2.763 1.918
C: -1.449 -1.456 -3.994
C: -0.076 0.934 -2.024
C: 2.093 2.414 0.269
C: -4.901 0.649 0.163
C: 3.293 -1.230 -2.685
C: -1.263 0.861 -0.121
C: -2.745 -0.331 3.075
C: 2.174 -2.903 3.068
C: 2.939 2.468 1.553
C: -1.656 2.123 -0.934
C: -2.497 -1.213 -2.943
C: -0.671 -2.305 -2.118
C: 3.511 0.205 -2.864
C: 0.884 3.323 2.035
C: 4.018 -0.393 -0.722
H: 2.493 2.889 -0.624
H: 4.364 0.487 -3.464
H: -1.920 -0.804 3.512
H: -5.189 0.808 -0.907
H: 3.784 -1.938 -3.405
H: -3.657 -0.518 3.712
H: -2.605 -0.127 -2.692
H: -2.760 2.131 -1.056
H: -1.963 0.037 -0.207
H: -3.679 1.462 1.504
H: 2.193 -1.480 -2.696
H: 3.863 3.030 1.429
H: -4.515 -0.362 0.246
H: 2.649 0.739 -3.150
H: -1.197 2.970 -0.504
H: 1.861 1.355 0.014
H: -1.671 -1.897 -4.916
H: 2.382 -3.897 3.459
H: 3.246 1.461 1.877
H: -1.911 1.373 3.517
H: -5.909 0.716 0.688
H: 1.647 -2.455 1.000
H: -2.897 -0.835 2.089
H: -0.890 -0.486 -4.155
H: 0.557 -3.679 1.741
H: -1.184 1.195 0.974
H: -3.457 -1.752 -3.145
H: 3.132 -2.438 2.762

=====

# C3H4N2

C3H4N2 in the gas phase in a non-equilibrium geometry (the ωB97M-V functional and the def2-TZVPD basis, OMol25).

HOMO-LUMO gap (spin up / spin down) in eV: 8.0 / 8.0
Highest occupied orbital energy (spin up / spin down) in eV: -7.35 / -7.35
Largest force on an atom in eV/A: 4.039
Total energy in Ha: -226.0012
ΔE to the lowest compared entry with this formula, charge and spin in kcal per mole: 140.5

Element x y z (Å)
N: -0.113 -1.645 0.517
N: -0.992 -0.716 0.397
C: 1.260 -0.320 -0.229
C: -0.689 0.496 -0.098
C: 0.718 0.874 -0.048
H: -1.927 -0.772 0.816
H: 2.082 -0.796 -0.744
H: 1.075 1.915 0.132
H: -1.413 0.963 -0.743

=====

# C19H31N2O7

A 3-piece molecular cluster, C19H31N2O7 overall in a non-equilibrium geometry (the ωB97M-V functional and the def2-TZVPD basis, OMol25).

HOMO-LUMO gap in eV: 6.1
Highest occupied orbital energy in eV: -11.11
Largest force on an atom in eV/A: 2.438
Total energy in Ha: -1378.3374
Total charge: +1
ΔE to the lowest compared entry with this formula, charge and spin in kcal per mole: 116.5

Element x y z (Å)
O: -1.513 -2.327 -4.207
O: -0.824 -1.683 4.457
O: 1.916 -1.132 -1.050
O: -0.811 0.737 -2.155
O: 2.650 4.916 0.992
O: 0.664 5.508 0.336
O: 2.643 -1.445 1.045
N: 1.323 5.542 1.273
N: 2.513 3.571 0.769
C: 1.656 1.425 1.426
C: 0.190 2.901 -2.561
C: -0.295 -0.202 1.785
C: 0.830 0.651 2.457
C: -3.037 -2.120 5.205
C: 2.234 -0.645 -0.004
C: -1.630 -2.509 4.837
C: 3.006 1.715 -0.612
C: 3.099 3.084 -0.338
C: -1.236 0.633 0.859
C: 0.077 -3.421 -5.594
C: 0.736 -1.678 -3.813
C: -1.819 -0.293 -0.256
C: -1.262 -3.963 4.961
C: -0.347 -2.463 -4.509
C: -2.094 0.478 -1.566
C: 1.803 2.808 1.628
C: 2.293 0.867 0.275
C: -0.852 1.844 -3.067
H: -1.896 -4.565 4.307
H: 1.358 3.277 2.515
H: -0.914 -0.600 2.621
H: -0.123 3.896 -2.920
H: 0.581 -2.878 -6.394
H: -1.864 2.268 -3.190
H: -2.696 -0.112 -2.290
H: 3.480 1.283 -1.503
H: -0.539 1.448 -4.055
H: 1.432 -2.359 -3.322
H: 0.213 2.862 -1.454
H: -3.230 -2.367 6.250
H: -2.093 0.984 1.463
H: -0.803 -3.914 -6.004
H: -2.637 1.413 -1.316
H: 2.020 -1.394 1.787
H: 0.287 -1.035 -3.062
H: 1.171 2.601 -2.968
H: -3.748 -2.641 4.562
H: 1.269 -1.057 -4.537
H: -3.163 -1.046 5.070
H: -1.379 -4.291 5.995
H: 0.088 -1.078 1.230
H: 1.459 0.068 3.160
H: 3.665 3.712 -1.036
H: -2.780 -0.736 0.078
H: 0.744 -4.179 -5.181
H: -0.223 -4.101 4.665
H: -1.142 -1.134 -0.504
H: 0.293 1.384 3.094
H: -0.744 1.494 0.367